(1)
{
  "formula": "C26H28N4",
  "method": "ωB97M-V with the def2-TZVPD basis set",
  "elements": ["C", "C", "N", "C", "C", "C", "C", "C", "C", "C", "C", "C", "C", "N", "C", "C", "C", "C", "C", "C", "C", "C", "C", "C", "C", "H", "H", "H", "H", "H", "H", "H", "H", "H", "H", "H", "H", "H", "H", "H", "H", "H", "H", "H", "H", "H", "H", "H", "H", "H", "N", "C", "C", "N", "C", "H", "H", "H"],
  "xyz": [[4.166, -3.312, -0.095], [5.356, -2.382, -0.325], [4.993, -1.021, -0.039], [5.957, 0.039, 0.158], [5.083, 1.305, 0.344], [3.680, 0.830, 0.149], [2.456, 1.455, 0.188], [1.243, 0.713, -0.058], [-0.005, 1.357, 0.125], [-1.253, 0.690, 0.241], [-2.464, 1.436, 0.010], [-3.690, 0.811, 0.026], [-3.739, -0.580, 0.250], [-5.004, -1.044, 0.175], [-5.366, -2.412, 0.426], [-4.172, -3.335, 0.190], [-2.849, -2.822, 0.790], [-2.613, -1.363, 0.546], [-1.394, -0.701, 0.611], [-5.967, 0.020, -0.013], [-5.091, 1.289, -0.163], [1.384, -0.665, -0.476], [2.602, -1.333, -0.413], [3.728, -0.554, -0.105], [2.836, -2.789, -0.672], [4.398, -4.287, -0.532], [4.047, -3.458, 0.985], [6.198, -2.654, 0.327], [5.709, -2.472, -1.369], [6.588, -0.166, 1.035], [6.622, 0.129, -0.714], [5.237, 1.730, 1.342], [5.364, 2.070, -0.389], [2.385, 2.514, 0.435], [0.008, 2.456, 0.323], [-2.391, 2.497, -0.217], [-5.730, -2.525, 1.464], [-6.200, -2.672, -0.241], [-4.406, -4.320, 0.603], [-4.040, -3.457, -0.892], [-2.849, -3.020, 1.872], [-2.019, -3.398, 0.367], [-0.519, -1.254, 0.957], [-6.586, -0.167, -0.902], [-6.644, 0.091, 0.852], [-5.376, 2.035, 0.590], [-5.242, 1.743, -1.149], [0.510, -1.204, -0.844], [2.819, -2.979, -1.755], [2.013, -3.370, -0.240], [-0.696, 6.023, -0.126], [0.429, 5.921, -0.901], [0.810, 4.560, -0.943], [-0.082, 3.843, -0.183], [-0.982, 4.765, 0.299], [0.921, 6.756, -1.381], [1.645, 4.131, -1.476], [-1.819, 4.505, 0.936]],
  "e_lumo_ev": -1.010,
  "de_lowest_kcal_mol": 20.3,
  "e_tot_ev": -33374.5740
}

***

(2)
{
  "formula": "C26H28N4O3S2",
  "method": "ωB97M-V with the def2-TZVPD basis set",
  "elements": ["O", "S", "O", "N", "C", "H", "C", "H", "O", "C", "H", "C", "H", "H", "H", "H", "H", "C", "C", "C", "C", "C", "C", "H", "H", "N", "C", "S", "N", "N", "C", "C", "C", "C", "C", "C", "C", "C", "H", "H", "H", "H", "H", "H", "H", "C", "C", "C", "C", "C", "C", "C", "H", "H", "H", "H", "H", "H", "H", "H", "H", "H", "H"],
  "xyz": [[-3.655, -1.072, -0.664], [-3.715, -0.213, 0.489], [-3.694, -0.827, 1.784], [-5.039, 0.821, 0.449], [-5.379, 1.288, -0.881], [-4.448, 1.445, -1.427], [-6.265, 0.275, -1.614], [-6.637, 0.692, -2.552], [-7.405, -0.048, -0.848], [-7.039, -0.597, 0.400], [-7.972, -0.833, 0.914], [-6.201, 0.396, 1.207], [-5.836, -0.063, 2.125], [-6.793, 1.287, 1.442], [-6.455, -1.517, 0.250], [-5.676, -0.630, -1.816], [-5.906, 2.242, -0.776], [-2.393, 0.980, 0.382], [-2.234, 1.882, 1.418], [-1.192, 2.787, 1.378], [-0.294, 2.777, 0.308], [-0.485, 1.878, -0.743], [-1.534, 0.981, -0.701], [-1.697, 0.270, -1.496], [0.175, 1.893, -1.595], [0.736, 3.709, 0.285], [1.930, 3.620, -0.366], [2.728, 4.969, -0.875], [2.477, 2.395, -0.566], [2.126, 1.327, 0.187], [2.664, 0.186, 0.048], [2.249, -0.875, 1.028], [1.437, -1.949, 0.349], [2.040, -3.086, -0.172], [1.283, -4.040, -0.830], [-0.083, -3.865, -0.977], [-0.695, -2.740, -0.449], [0.064, -1.792, 0.214], [-0.414, -0.923, 0.640], [-1.760, -2.593, -0.547], [-0.669, -4.608, -1.496], [1.762, -4.923, -1.228], [3.104, -3.236, -0.046], [3.152, -1.312, 1.463], [1.657, -0.405, 1.813], [3.697, -0.217, -0.974], [5.038, -0.444, -0.321], [5.597, 0.538, 0.489], [6.824, 0.334, 1.094], [7.507, -0.854, 0.898], [6.958, -1.836, 0.092], [5.730, -1.632, -0.512], [5.309, -2.401, -1.145], [7.486, -2.764, -0.067], [8.464, -1.013, 1.371], [7.246, 1.106, 1.721], [5.069, 1.467, 0.653], [3.794, 0.542, -1.757], [3.359, -1.139, -1.450], [3.333, 2.395, -1.121], [0.547, 4.614, 0.693], [-1.055, 3.498, 2.179], [-2.924, 1.852, 2.245]],
  "smiles": "O=S(=O)(c1ccc(NC(=S)NN=C(Cc2ccccc2)Cc2ccccc2)cc1)N1CCOCC1",
  "e_lumo_ev": 0.107,
  "e_tot_ev": -61189.0127
}

***

(3)
{
  "formula": "C26H28N5PSSn",
  "method": "ωB97M-V with the def2-TZVPD basis set",
  "elements": ["Sn", "C", "C", "C", "C", "C", "C", "H", "H", "H", "H", "H", "H", "N", "P", "C", "C", "C", "C", "C", "C", "C", "C", "C", "C", "C", "C", "C", "C", "C", "C", "C", "N", "H", "H", "H", "H", "H", "H", "H", "H", "H", "H", "H", "H", "H", "H", "H", "N", "N", "H", "H", "H", "H", "S", "C", "C", "N", "C", "H", "H", "H"],
  "xyz": [[-2.086, -0.651, -2.153], [-1.167, -2.356, -4.033], [-1.206, -3.222, -2.925], [-0.198, -3.172, -1.966], [0.867, -2.287, -2.122], [0.929, -1.449, -3.229], [-0.083, -1.478, -4.182], [-1.899, -2.442, -4.828], [-1.979, -3.973, -2.832], [-0.225, -3.856, -1.128], [1.666, -2.277, -1.394], [1.778, -0.794, -3.370], [-0.019, -0.851, -5.061], [1.992, 2.333, 3.880], [2.322, 1.123, 4.858], [1.683, 1.266, 6.444], [2.549, 1.017, 7.535], [2.061, 1.180, 8.813], [0.730, 1.545, 9.007], [-0.129, 1.772, 7.929], [0.338, 1.652, 6.639], [3.363, -0.132, 4.397], [3.396, -1.255, 5.269], [4.366, -2.214, 5.083], [5.299, -2.060, 4.059], [5.263, -0.963, 3.188], [4.299, 0.000, 3.337], [2.112, 2.508, 2.429], [2.953, 3.523, 2.009], [3.035, 3.743, 0.643], [2.251, 2.964, -0.192], [1.420, 1.994, 0.355], [1.357, 1.738, 1.666], [1.660, 3.164, 4.370], [3.582, 0.730, 7.378], [2.712, 1.024, 9.663], [0.352, 1.657, 10.015], [-1.159, 2.046, 8.107], [-0.318, 1.838, 5.798], [2.670, -1.356, 6.065], [4.408, -3.077, 5.734], [6.074, -2.807, 3.934], [6.009, -0.871, 2.410], [4.271, 0.860, 2.681], [3.521, 4.114, 2.715], [3.680, 4.516, 0.247], [2.261, 3.125, -1.261], [0.739, 1.485, -0.327], [-3.310, 1.070, -3.338], [-2.167, 1.080, -4.246], [-4.190, 0.986, -3.845], [-3.350, 1.963, -2.852], [-1.904, 2.036, -4.476], [-2.455, 0.654, -5.123], [-6.198, -2.983, -3.023], [-6.384, -1.637, -1.991], [-5.185, -1.056, -1.760], [-4.121, -1.674, -2.393], [-4.542, -2.713, -3.097], [-7.349, -1.350, -1.603], [-5.019, -0.198, -1.124], [-3.898, -3.347, -3.686]],
  "e_lumo_ev": -12.152,
  "de_lowest_kcal_mol": 80.1,
  "charge": 4,
  "e_tot_ev": -60783.3005
}

***

(4)
{
  "formula": "C26H28NO3PdSi2",
  "method": "ωB97M-V with the def2-TZVPD basis set",
  "elements": ["Pd", "C", "Si", "C", "C", "C", "C", "C", "C", "C", "Si", "C", "C", "H", "H", "H", "H", "H", "H", "H", "H", "H", "H", "H", "H", "H", "H", "H", "H", "O", "C", "N", "C", "O", "C", "C", "C", "C", "C", "C", "H", "H", "H", "H", "C", "C", "O", "C", "C", "C", "C", "C", "C", "H", "H", "H", "H", "H", "H", "H", "H"],
  "xyz": [[-0.752, -1.579, 0.789], [2.812, 1.300, 2.409], [2.118, 1.320, 0.688], [3.357, 0.960, -0.639], [0.768, 2.629, 0.394], [1.057, 4.048, 0.195], [-0.160, 4.841, 0.044], [-2.187, 3.996, -0.214], [-2.621, 2.579, -0.215], [-1.739, 1.594, -0.419], [-2.396, -0.208, -0.461], [-2.558, -0.787, -2.238], [-4.045, -0.244, 0.423], [3.787, 1.789, 2.428], [2.956, 0.270, 2.742], [2.162, 1.802, 3.125], [4.259, 1.547, -0.453], [2.993, 1.188, -1.639], [3.635, -0.096, -0.611], [2.037, 4.416, -0.074], [-0.001, 5.915, -0.003], [-3.019, 4.683, -0.351], [-3.664, 2.357, -0.020], [-3.263, -0.137, -2.765], [-2.947, -1.806, -2.275], [-1.609, -0.762, -2.774], [-4.794, 0.338, -0.123], [-3.978, 0.145, 1.440], [-4.409, -1.271, 0.479], [0.663, -0.076, -1.741], [0.348, 0.635, -0.841], [0.617, 0.209, 0.593], [-0.183, 0.882, 1.663], [-0.814, 0.171, 2.415], [-0.108, 2.348, 1.569], [-1.052, 3.228, 1.917], [-1.292, 4.426, 1.039], [-0.994, 4.281, -1.198], [-0.399, 3.050, -1.806], [-0.261, 1.994, -0.781], [-1.807, 2.970, 2.651], [-1.728, 5.254, 1.591], [-1.219, 5.034, -1.947], [-0.345, 2.878, -2.870], [0.102, -5.853, 2.002], [0.018, -4.599, 1.193], [-0.796, -3.732, 1.497], [0.926, -4.399, 0.036], [2.155, -5.050, -0.040], [3.008, -4.803, -1.104], [2.631, -3.921, -2.107], [1.398, -3.284, -2.053], [0.551, -3.525, -0.986], [-0.719, -5.882, 2.711], [1.047, -5.869, 2.549], [0.086, -6.732, 1.358], [2.457, -5.740, 0.737], [3.966, -5.302, -1.153], [3.297, -3.738, -2.940], [1.093, -2.605, -2.836], [-0.446, -3.079, -0.996]],
  "e_lumo_ev": [-3.099, -3.977],
  "s2": 6.0136,
  "de_lowest_kcal_mol": 3.8,
  "charge": 1,
  "multiplicity": 5,
  "e_tot_ev": -54273.2353
}

***

(5)
{
  "formula": "C26H29AsBCsN11S4",
  "method": "ωB97M-V with the def2-TZVPD basis set",
  "elements": ["Cs", "C", "C", "C", "C", "N", "N", "B", "N", "C", "C", "C", "C", "N", "N", "C", "C", "C", "C", "N", "N", "C", "C", "C", "C", "N", "H", "H", "H", "H", "H", "H", "H", "H", "H", "H", "H", "H", "H", "H", "H", "H", "H", "H", "H", "H", "N", "C", "C", "C", "C", "C", "N", "C", "C", "C", "C", "C", "N", "H", "H", "H", "H", "H", "H", "H", "H", "H", "S", "As", "S", "S", "S"],
  "xyz": [[0.291, -1.213, -2.147], [2.828, -0.840, 2.816], [1.423, -1.256, 2.533], [0.943, -2.561, 2.334], [-0.411, -2.397, 2.149], [-0.687, -1.083, 2.236], [0.428, -0.389, 2.471], [-2.030, -0.367, 2.133], [-1.759, 1.120, 1.840], [-1.514, 2.050, 2.784], [-1.135, 3.212, 2.155], [-1.159, 2.890, 0.789], [-0.798, 3.789, -0.346], [-1.536, 1.630, 0.625], [-2.940, -1.058, 1.102], [-4.256, -1.317, 1.236], [-4.671, -2.018, 0.127], [-3.513, -2.150, -0.656], [-3.393, -2.827, -1.978], [-2.490, -1.570, -0.048], [-2.746, -0.406, 3.506], [-3.787, 0.365, 3.878], [-4.044, 0.125, 5.209], [-3.081, -0.827, 5.577], [-2.855, -1.411, 6.930], [-2.319, -1.132, 4.538], [3.517, -1.570, 2.395], [2.995, -0.797, 3.893], [3.037, 0.144, 2.403], [1.511, -3.475, 2.337], [-1.181, -3.120, 1.966], [-1.642, 1.849, 3.828], [-0.864, 4.148, 2.607], [-0.845, 4.834, -0.031], [-1.478, 3.633, -1.183], [0.218, 3.575, -0.681], [-4.810, -1.013, 2.102], [-5.658, -2.382, -0.089], [-4.288, -3.416, -2.181], [-2.524, -3.485, -1.995], [-3.281, -2.090, -2.775], [-4.266, 1.037, 3.193], [-4.803, 0.573, 5.824], [-3.738, -1.267, 7.551], [-2.006, -0.920, 7.410], [-2.628, -2.471, 6.851], [4.021, 1.713, -3.470], [4.290, 0.665, -2.610], [5.421, -0.131, -2.863], [5.704, -1.171, -2.007], [4.861, -1.399, -0.924], [3.791, -0.541, -0.748], [3.521, 0.478, -1.548], [2.773, 2.240, -3.753], [2.665, 3.090, -4.867], [1.421, 3.574, -5.203], [0.322, 3.210, -4.433], [0.545, 2.405, -3.331], [1.737, 1.948, -2.983], [4.614, 1.699, -4.290], [6.022, 0.040, -3.742], [6.561, -1.808, -2.183], [5.035, -2.220, -0.246], [3.116, -0.655, 0.087], [3.533, 3.320, -5.470], [1.300, 4.216, -6.066], [-0.676, 3.533, -4.687], [-0.270, 2.095, -2.694], [1.671, -3.104, -7.296], [1.520, -2.092, -5.426], [1.867, -3.460, -3.819], [-0.428, -1.234, -5.236], [3.010, -0.557, -5.414]],
  "e_lumo_ev": [3.984, 3.126],
  "s2": 0.7602,
  "de_lowest_kcal_mol": 29.2,
  "charge": -2,
  "multiplicity": 2,
  "e_tot_ev": -149234.3168
}

***

(6)
{
  "formula": "C26H29BiN6O3",
  "method": "ωB97M-V with the def2-TZVPD basis set",
  "elements": ["Bi", "C", "N", "C", "C", "C", "C", "C", "C", "N", "C", "C", "C", "C", "C", "C", "N", "C", "C", "C", "C", "C", "N", "H", "H", "H", "H", "H", "H", "H", "H", "H", "H", "H", "H", "H", "H", "H", "H", "H", "H", "C", "C", "C", "C", "C", "C", "O", "N", "C", "O", "N", "C", "O", "H", "H", "H", "H", "H", "H", "H", "H", "H", "H", "H"],
  "xyz": [[0.313, 0.467, 0.078], [-1.557, -2.149, -0.770], [-0.580, -1.310, -1.472], [0.609, -2.050, -1.915], [1.488, -2.458, -0.756], [2.099, -3.697, -0.701], [2.945, -3.988, 0.361], [3.165, -3.023, 1.332], [2.525, -1.804, 1.212], [1.697, -1.539, 0.196], [-1.199, -0.529, -2.555], [-2.206, 0.452, -1.996], [-3.298, 0.866, -2.735], [-4.178, 1.786, -2.178], [-3.952, 2.241, -0.889], [-2.844, 1.777, -0.202], [-1.985, 0.907, -0.752], [-1.393, -2.166, 0.729], [-1.897, -3.237, 1.449], [-1.815, -3.238, 2.831], [-1.232, -2.150, 3.463], [-0.749, -1.117, 2.691], [-0.821, -1.123, 1.351], [-1.537, -3.176, -1.146], [-2.558, -1.762, -0.971], [1.195, -1.390, -2.563], [0.339, -2.929, -2.507], [1.929, -4.422, -1.487], [3.425, -4.955, 0.426], [3.825, -3.208, 2.167], [2.682, -1.001, 1.920], [-1.679, -1.177, -3.293], [-0.412, 0.024, -3.077], [-3.462, 0.473, -3.730], [-5.032, 2.131, -2.744], [-4.623, 2.942, -0.415], [-2.630, 2.082, 0.815], [-2.360, -4.061, 0.922], [-2.191, -4.077, 3.401], [-1.150, -2.103, 4.540], [-0.282, -0.258, 3.144], [1.921, 4.755, 1.293], [2.940, 4.060, 2.194], [2.344, 2.902, 3.035], [3.463, 2.242, 3.873], [2.967, 1.082, 4.734], [1.312, 3.493, 3.985], [1.595, 4.279, 4.842], [-0.015, 3.083, 3.819], [-0.501, 2.231, 2.865], [-1.682, 1.985, 2.726], [0.448, 1.609, 2.068], [1.774, 1.879, 2.098], [2.468, 1.244, 1.288], [2.400, 5.574, 0.761], [1.096, 5.178, 1.870], [1.512, 4.069, 0.545], [3.358, 4.776, 2.901], [3.756, 3.653, 1.596], [3.887, 3.016, 4.511], [4.237, 1.903, 3.184], [2.237, 1.418, 5.473], [3.801, 0.639, 5.275], [2.509, 0.295, 4.124], [-0.692, 3.508, 4.440]],
  "e_lumo_ev": -6.188,
  "charge": 2,
  "e_tot_ev": -48345.0103
}

***

(7)
{
  "formula": "C26H29ClF5N7O5SeSr",
  "method": "ωB97M-V with the def2-TZVPD basis set",
  "elements": ["Sr", "N", "C", "C", "N", "C", "C", "N", "H", "H", "H", "H", "H", "H", "H", "H", "H", "H", "H", "H", "H", "O", "C", "O", "C", "C", "Cl", "N", "N", "C", "C", "O", "O", "C", "C", "C", "C", "C", "C", "H", "H", "H", "H", "H", "H", "F", "C", "C", "C", "F", "C", "F", "C", "F", "C", "F", "C", "N", "C", "C", "N", "C", "C", "Se", "H", "H", "H", "H", "H", "H", "H", "H", "O", "H", "H"],
  "xyz": [[-0.172, -1.818, -1.072], [2.161, -3.387, -1.056], [2.621, -3.715, -2.402], [1.429, -3.850, -3.341], [0.564, -2.679, -3.303], [1.002, -1.521, -4.087], [1.708, -0.439, -3.265], [0.787, 0.174, -2.293], [2.938, -3.135, -0.453], [1.720, -4.195, -0.622], [3.212, -4.640, -2.441], [3.274, -2.907, -2.740], [0.823, -4.703, -3.019], [1.784, -4.065, -4.360], [-0.370, -2.945, -3.595], [0.111, -1.079, -4.543], [1.662, -1.830, -4.908], [2.118, 0.303, -3.961], [2.544, -0.861, -2.708], [0.048, 0.649, -2.802], [1.266, 0.903, -1.766], [-4.691, -0.045, -4.303], [-4.977, 0.601, -3.172], [-5.970, 1.271, -3.063], [-3.978, 0.503, -2.067], [-3.893, 1.347, -0.968], [-4.824, 2.711, -0.583], [-2.834, 0.966, -0.222], [-2.216, -0.085, -0.789], [-2.913, -0.396, -1.868], [-2.471, -1.604, -2.660], [-2.521, -1.532, -3.888], [-2.011, -2.552, -1.981], [-2.291, 1.515, 0.971], [-0.912, 1.554, 1.101], [-0.359, 1.946, 2.310], [-1.178, 2.337, 3.357], [-2.556, 2.315, 3.202], [-3.123, 1.885, 2.015], [-3.819, -0.540, -4.276], [-0.270, 1.266, 0.280], [0.715, 1.926, 2.423], [-0.745, 2.637, 4.300], [-3.198, 2.590, 4.022], [-4.190, 1.789, 1.923], [-1.141, -4.672, 0.627], [-0.452, -4.032, 1.612], [0.036, -2.769, 1.368], [0.756, -2.238, 2.412], [1.308, -0.994, 2.277], [0.970, -2.865, 3.632], [1.673, -2.292, 4.619], [0.433, -4.133, 3.825], [0.614, -4.773, 4.991], [-0.287, -4.735, 2.799], [-0.792, -5.962, 2.981], [0.597, 5.212, 0.184], [1.599, 4.787, 1.134], [1.805, 5.348, 2.367], [2.807, 4.661, 2.958], [3.202, 3.686, 2.079], [4.223, 2.691, 2.319], [2.456, 3.762, 0.959], [2.575, 2.640, -0.491], [0.571, 6.301, 0.157], [-0.381, 4.819, 0.468], [0.873, 4.822, -0.793], [1.227, 6.181, 2.711], [3.269, 4.778, 3.915], [4.831, 3.018, 3.159], [4.838, 2.591, 1.426], [3.765, 1.727, 2.542], [-2.720, -1.265, 2.411], [-1.813, -0.989, 2.258], [-2.850, -1.971, 1.767]],
  "e_lumo_ev": 0.065,
  "de_lowest_kcal_mol": 11.7,
  "e_tot_ev": -140395.3532
}